Computed, not measured: 10 unconnected molecules or ions with the total composition C49H54ClN10OP2S at a distorted geometry, with wB97M-V/def2-TZVPD.

Values from the calculation:
Calculated total energy, hartree: -4063.209735
Total charge: +1
HOMO energy, eV: -10.828

Positions of all 118 atoms, in Å:
1 O -4.565 0.064 4.546
2 P -3.660 -1.262 4.364
3 Cl -4.320 -2.019 2.569
4 C -2.114 -0.526 3.616
5 C -1.005 -1.467 3.296
6 N 0.078 -0.796 3.129
7 C -0.099 0.654 3.344
8 P -0.349 1.642 1.785
9 S 1.205 2.609 1.202
10 C -1.330 0.608 4.291
11 H -4.739 0.540 3.724
12 H -2.414 -0.198 2.604
13 H -1.039 -2.550 3.215
14 H 0.968 -1.221 2.884
15 H 0.776 1.059 3.845
16 H -0.890 0.745 0.848
17 H -1.427 2.461 2.154
18 H -1.869 1.541 4.403
19 H -0.945 0.253 5.248
20 N -2.221 4.157 -1.314
21 C -1.298 3.217 -1.486
22 C -0.342 3.235 -2.487
23 C -0.343 4.301 -3.372
24 C -1.296 5.294 -3.209
25 C -2.209 5.177 -2.172
26 H -1.331 2.400 -0.773
27 H 0.389 2.441 -2.565
28 H 0.393 4.365 -4.159
29 H -1.330 6.148 -3.871
30 H -2.967 5.936 -2.013
31 N 2.362 5.874 -4.072
32 C 2.846 6.420 -5.188
33 C 3.464 7.661 -5.224
34 C 3.582 8.376 -4.043
35 C 3.080 7.823 -2.876
36 C 2.482 6.574 -2.947
37 H 2.734 5.831 -6.093
38 H 3.843 8.053 -6.159
39 H 4.058 9.349 -4.031
40 H 3.151 8.343 -1.931
41 H 2.078 6.102 -2.057
42 N -2.116 -5.449 2.531
43 C -3.199 -5.319 1.763
44 C -3.782 -6.366 1.070
45 C -3.205 -7.622 1.177
46 C -2.081 -7.779 1.972
47 C -1.579 -6.666 2.629
48 H -3.586 -4.307 1.716
49 H -4.659 -6.199 0.461
50 H -3.623 -8.470 0.650
51 H -1.608 -8.746 2.075
52 H -0.706 -6.753 3.266
53 N 3.030 5.675 -8.647
54 C 2.609 6.928 -8.805
55 C 3.264 7.868 -9.586
56 C 4.426 7.488 -10.239
57 C 4.877 6.187 -10.085
58 C 4.145 5.324 -9.284
59 H 1.699 7.189 -8.275
60 H 2.872 8.871 -9.677
61 H 4.967 8.191 -10.858
62 H 5.778 5.845 -10.576
63 H 4.466 4.298 -9.143
64 N 5.972 6.284 1.249
65 C 4.901 5.709 0.709
66 C 4.870 5.198 -0.579
67 C 6.015 5.292 -1.355
68 C 7.137 5.890 -0.807
69 C 7.064 6.367 0.494
70 H 4.022 5.658 1.344
71 H 3.970 4.740 -0.966
72 H 6.029 4.909 -2.367
73 H 8.053 5.988 -1.374
74 H 7.923 6.839 0.958
75 N -1.161 -10.783 0.548
76 C -2.054 -11.590 -0.020
77 C -1.916 -12.109 -1.299
78 C -0.790 -11.771 -2.030
79 C 0.149 -10.931 -1.452
80 C -0.083 -10.468 -0.167
81 H -2.922 -11.835 0.583
82 H -2.674 -12.764 -1.707
83 H -0.645 -12.156 -3.030
84 H 1.045 -10.643 -1.984
85 H 0.632 -9.813 0.321
86 N 0.830 -2.154 -0.561
87 C -0.013 -2.941 0.097
88 C -0.200 -4.285 -0.154
89 C 0.531 -4.861 -1.182
90 C 1.415 -4.060 -1.891
91 C 1.532 -2.720 -1.541
92 H -0.588 -2.461 0.879
93 H -0.901 -4.861 0.430
94 H 0.418 -5.910 -1.421
95 H 2.007 -4.462 -2.700
96 H 2.215 -2.068 -2.072
97 N 2.231 -3.388 5.833
98 C 1.142 -4.042 5.435
99 C 0.996 -4.587 4.166
100 C 2.037 -4.439 3.258
101 C 3.179 -3.767 3.664
102 C 3.226 -3.264 4.958
103 H 0.348 -4.130 6.169
104 H 0.084 -5.102 3.892
105 H 1.958 -4.841 2.256
106 H 4.018 -3.634 2.995
107 H 4.103 -2.735 5.314
108 N -9.552 2.267 7.275
109 C -9.690 1.699 6.081
110 C -8.650 1.082 5.401
111 C -7.397 1.055 5.993
112 C -7.240 1.644 7.237
113 C -8.345 2.234 7.834
114 H -10.684 1.742 5.650
115 H -8.824 0.633 4.432
116 H -6.557 0.585 5.497
117 H -6.282 1.649 7.739
118 H -8.263 2.703 8.808

***

Computed, not measured: a molecular structure, C49H56BiN6OP2STe at a distorted geometry, with wB97M-V/def2-TZVPD.

Values from the calculation:
Calculated total energy, hartree: -3867.896513
Total charge: +1
Energy above the lowest of the compared OMol25 structures with the same formula, charge and spin, eV: 1.3787
HOMO energy, eV: -9.761

Positions of all 117 atoms, in Å:
1 Bi 0.326 0.466 0.800
2 C 4.482 -2.326 2.764
3 C 4.493 -1.349 1.649
4 N 5.530 -0.727 1.196
5 N 5.054 0.058 0.183
6 C 3.732 -0.053 -0.001
7 S 2.701 0.692 -1.080
8 N 3.371 -0.962 0.939
9 N 2.045 -1.355 1.079
10 H 5.510 -2.513 3.063
11 H 4.020 -3.266 2.457
12 H 3.938 -1.933 3.625
13 H 5.675 0.662 -0.327
14 H 1.903 -1.773 1.993
15 H 1.734 -2.066 0.289
16 C -0.603 3.294 -2.892
17 C -1.651 2.196 -3.184
18 P -0.955 0.499 -2.819
19 C -0.078 0.236 -4.426
20 C 1.297 0.457 -4.484
21 C 1.992 0.307 -5.678
22 C 1.320 -0.071 -6.829
23 C -0.051 -0.295 -6.784
24 C -0.746 -0.140 -5.594
25 C -2.394 -0.610 -3.057
26 C -2.177 -1.956 -2.757
27 C -3.215 -2.873 -2.829
28 C -4.485 -2.456 -3.207
29 C -4.705 -1.124 -3.528
30 C -3.666 -0.203 -3.449
31 P 0.102 3.125 -1.183
32 C -1.156 4.092 -0.235
33 C -1.956 3.434 0.699
34 C -2.915 4.121 1.434
35 C -3.082 5.484 1.240
36 C -2.300 6.150 0.304
37 C -1.343 5.461 -0.426
38 C 1.501 4.310 -1.189
39 C 2.476 4.141 -0.204
40 C 3.602 4.950 -0.172
41 C 3.764 5.949 -1.123
42 C 2.792 6.139 -2.093
43 C 1.672 5.319 -2.135
44 H -1.039 4.287 -3.005
45 H 0.223 3.188 -3.601
46 H -1.951 2.233 -4.231
47 H -2.532 2.355 -2.555
48 H 1.831 0.750 -3.587
49 H 3.060 0.483 -5.708
50 H 1.858 -0.186 -7.762
51 H -0.582 -0.592 -7.680
52 H -1.813 -0.321 -5.575
53 H -1.178 -2.275 -2.467
54 H -3.037 -3.913 -2.584
55 H -5.301 -3.166 -3.250
56 H -5.689 -0.797 -3.842
57 H -3.855 0.834 -3.698
58 H -1.830 2.369 0.852
59 H -3.524 3.594 2.159
60 H -3.818 6.027 1.819
61 H -2.446 7.210 0.138
62 H -0.730 5.995 -1.143
63 H 2.353 3.366 0.541
64 H 4.358 4.793 0.589
65 H 4.652 6.568 -1.116
66 H 2.908 6.929 -2.826
67 H 0.937 5.471 -2.916
68 O -3.189 0.679 -0.055
69 H -3.697 1.485 -0.209
70 H -3.751 -0.057 -0.323
71 C -2.695 -4.521 7.137
72 C -2.414 -3.754 5.873
73 C -1.292 -2.948 5.751
74 C -1.003 -2.270 4.569
75 C 0.233 -1.421 4.505
76 C -1.861 -2.404 3.477
77 Te -1.497 -1.547 1.534
78 C -3.033 -3.165 3.595
79 C -4.055 -3.256 2.489
80 C -3.280 -3.830 4.789
81 H -1.864 -4.442 7.837
82 H -2.860 -5.577 6.918
83 H -3.593 -4.144 7.630
84 H -0.617 -2.844 6.594
85 H 0.704 -1.332 5.483
86 H 0.002 -0.420 4.142
87 H 0.958 -1.871 3.818
88 H -3.607 -3.571 1.544
89 H -4.510 -2.277 2.318
90 H -4.842 -3.962 2.748
91 H -4.182 -4.427 4.878
92 C 2.522 3.040 4.552
93 C 1.506 3.584 3.779
94 C 0.884 2.813 2.806
95 C 1.258 1.485 2.590
96 C 2.274 0.954 3.381
97 C 2.900 1.719 4.356
98 H 3.017 3.641 5.304
99 H 1.200 4.612 3.925
100 H 0.104 3.269 2.207
101 H 2.593 -0.074 3.261
102 H 3.688 1.280 4.957
103 C -0.985 -5.845 -1.759
104 C 0.097 -4.820 -1.694
105 C 1.110 -4.503 -2.575
106 C 1.812 -3.437 -1.987
107 N 1.260 -3.123 -0.817
108 N 0.232 -3.977 -0.656
109 C 3.000 -2.711 -2.527
110 H -0.567 -6.825 -1.980
111 H -1.693 -5.602 -2.552
112 H -1.527 -5.902 -0.815
113 H 1.326 -4.978 -3.518
114 H -0.386 -3.849 0.131
115 H 3.405 -3.247 -3.382
116 H 3.781 -2.622 -1.769
117 H 2.726 -1.704 -2.844

***

Computed, not measured: a molecular structure, C49H58MgO5S4 at a distorted geometry, with wB97M-V/def2-TZVPD.

Values from the calculation:
Calculated total energy, hartree: -4071.153279
Total charge: -2
Energy above the lowest of the compared OMol25 structures with the same formula, charge and spin, eV: 3.6184
HOMO energy, eV: -0.736

Positions of all 117 atoms, in Å:
1 Mg -0.689 1.048 -2.516
2 C -0.994 4.310 -2.001
3 O -0.657 2.985 -1.484
4 C -0.096 2.851 -0.173
5 C -0.966 2.647 0.886
6 C -2.443 2.527 0.670
7 C -3.087 1.139 0.664
8 C -4.299 0.910 1.272
9 C -5.129 -0.182 1.062
10 C -4.557 -1.215 0.311
11 C -3.253 -1.150 -0.260
12 C -2.774 -2.262 -1.205
13 C -1.262 -2.615 -1.091
14 C -0.754 -3.279 0.027
15 C 0.580 -3.765 0.124
16 C 1.412 -3.368 -0.901
17 C 0.990 -2.511 -1.923
18 C 2.182 -1.923 -2.723
19 C 2.950 -0.865 -2.040
20 C 4.283 -1.006 -1.657
21 C 5.004 -0.009 -0.977
22 C 4.346 1.182 -0.828
23 C 3.056 1.468 -1.180
24 C 2.387 2.804 -1.011
25 C 1.299 2.800 0.025
26 C 1.721 2.557 1.341
27 C 0.882 2.744 2.485
28 C -0.454 2.472 2.188
29 C 1.355 2.938 3.900
30 C 1.853 1.646 4.560
31 C 2.513 3.896 3.887
32 C 0.251 3.564 4.697
33 C 2.319 0.353 -1.755
34 O 1.047 0.569 -1.842
35 C 6.424 -0.248 -0.558
36 C 6.860 -1.685 -0.817
37 C 6.553 0.012 0.984
38 C 7.391 0.832 -1.123
39 C -0.344 -2.081 -1.967
40 O -0.749 -1.327 -3.089
41 C -1.277 -1.906 -4.344
42 C 0.937 -4.793 1.209
43 C -0.159 -4.809 2.312
44 C 2.168 -4.280 1.872
45 C 1.180 -6.150 0.550
46 C -2.515 0.075 -0.170
47 O -1.431 0.283 -0.797
48 C -6.569 -0.126 1.616
49 C -7.176 -1.494 1.412
50 C -7.357 1.003 0.888
51 C -6.631 0.141 3.173
52 H -0.082 4.572 -2.560
53 H -1.237 4.955 -1.181
54 H -1.824 4.042 -2.689
55 H -2.783 3.055 -0.239
56 H -3.050 3.043 1.440
57 H -4.612 1.600 2.077
58 H -5.108 -2.138 0.180
59 H -3.011 -1.919 -2.220
60 H -3.272 -3.210 -1.034
61 H -1.490 -3.636 0.726
62 H 2.412 -3.673 -0.898
63 H 1.780 -1.614 -3.731
64 H 2.859 -2.768 -2.914
65 H 4.709 -1.969 -1.796
66 H 4.877 2.010 -0.314
67 H 1.888 3.042 -2.004
68 H 3.184 3.560 -0.745
69 H 2.772 2.274 1.380
70 H -1.230 2.154 2.861
71 H 2.829 1.375 4.137
72 H 1.184 0.822 4.358
73 H 1.946 1.703 5.671
74 H 3.398 3.484 3.280
75 H 2.934 4.051 4.888
76 H 2.277 4.859 3.453
77 H -0.632 2.961 4.847
78 H 0.068 4.593 4.301
79 H 0.542 3.857 5.712
80 H 6.147 -2.417 -0.363
81 H 7.904 -1.835 -0.459
82 H 6.972 -1.860 -1.915
83 H 6.239 -0.855 1.610
84 H 5.909 0.830 1.229
85 H 7.628 0.289 1.161
86 H 7.187 0.954 -2.204
87 H 8.451 0.551 -0.923
88 H 7.243 1.755 -0.562
89 H -0.387 -2.235 -4.916
90 H -1.737 -1.035 -4.759
91 H -2.066 -2.654 -4.182
92 H -0.219 -3.764 2.646
93 H 0.114 -5.412 3.180
94 H -1.084 -5.192 1.857
95 H 1.924 -3.250 2.206
96 H 3.023 -4.169 1.247
97 H 2.579 -4.833 2.760
98 H 0.202 -6.418 0.089
99 H 1.391 -6.961 1.279
100 H 2.113 -6.121 -0.081
101 H -7.202 -1.805 0.345
102 H -8.195 -1.484 1.846
103 H -6.480 -2.232 1.994
104 H -6.828 1.372 -0.056
105 H -7.337 1.830 1.637
106 H -8.333 0.748 0.524
107 H -6.003 -0.671 3.582
108 H -7.697 0.016 3.544
109 H -6.147 1.085 3.436
110 O -4.418 2.817 -8.206
111 C -3.756 2.652 -7.211
112 S -2.005 2.784 -7.094
113 C -1.790 2.213 -5.516
114 C -3.043 1.974 -4.757
115 S -3.244 1.393 -3.164
116 S -4.464 2.366 -5.546
117 S -0.240 1.779 -4.927

***

Computed, not measured: a molecular structure, C49H58MoN6O5PS2 at a distorted geometry, with wB97M-V/def2-TZVPD.

Values from the calculation:
Calculated total energy, hartree: -3812.737494
Total charge: -1
Energy above the lowest of the compared OMol25 structures with the same formula, charge and spin, eV: 1.2561
HOMO energy (alpha / beta), eV: -4.131 / -4.777
Multiplicity: 3

Positions of all 122 atoms, in Å:
1 Mo 0.489 0.287 0.634
2 C -0.818 4.693 0.094
3 O -2.179 4.397 0.408
4 C -2.444 3.488 1.389
5 C -3.587 3.767 2.111
6 C -4.047 2.923 3.118
7 C -3.320 1.801 3.421
8 C -2.164 1.480 2.699
9 C -1.453 0.298 3.090
10 N -0.469 -0.276 2.504
11 N -0.037 -1.341 3.324
12 C 1.249 -1.528 3.513
13 O 2.188 -0.793 3.128
14 C 1.578 -2.734 4.350
15 C 0.598 -3.582 4.858
16 C 0.948 -4.635 5.693
17 C 2.277 -4.856 6.028
18 C 3.263 -4.034 5.492
19 C 2.913 -2.982 4.655
20 C -1.697 2.299 1.645
21 O -0.638 1.968 0.965
22 H -0.849 5.487 -0.653
23 H -0.289 3.831 -0.299
24 H -0.302 5.060 0.983
25 H -4.120 4.676 1.856
26 H -4.953 3.169 3.660
27 H -3.641 1.131 4.212
28 H -1.770 -0.179 4.014
29 H -0.437 -3.392 4.599
30 H 0.174 -5.283 6.093
31 H 2.542 -5.656 6.709
32 H 4.306 -4.209 5.732
33 H 3.661 -2.325 4.232
34 N 1.740 1.800 2.299
35 C 1.834 3.192 2.129
36 C 1.567 4.037 3.203
37 C 1.673 5.412 3.075
38 C 2.044 5.955 1.854
39 C 2.285 5.112 0.779
40 C 2.182 3.725 0.882
41 C 2.431 2.873 -0.316
42 C 3.495 3.296 -1.141
43 C 3.823 2.642 -2.308
44 C 3.057 1.543 -2.689
45 C 2.027 1.129 -1.871
46 C 1.672 1.736 -0.649
47 H 1.564 1.512 3.247
48 H 2.538 1.285 1.944
49 H 1.274 3.596 4.151
50 H 1.467 6.057 3.921
51 H 2.116 7.029 1.725
52 H 2.521 5.545 -0.187
53 H 4.111 4.127 -0.815
54 H 4.672 2.963 -2.901
55 H 3.292 0.992 -3.594
56 H 1.487 0.236 -2.161
57 O 5.076 0.197 0.047
58 C 5.129 -0.911 -0.708
59 C 6.326 -1.199 -1.364
60 C 6.431 -2.312 -2.175
61 C 5.346 -3.167 -2.346
62 C 4.163 -2.902 -1.681
63 C 4.037 -1.784 -0.857
64 C 2.741 -1.491 -0.215
65 O 2.524 -0.310 0.253
66 N 1.826 -2.402 -0.178
67 N 0.658 -1.928 0.435
68 C -0.119 -2.937 0.688
69 S 0.460 -4.539 0.214
70 C -1.183 -5.314 0.314
71 C -1.984 -4.689 1.429
72 S -1.634 -2.905 1.530
73 H 4.138 0.319 0.306
74 H 7.157 -0.515 -1.238
75 H 7.366 -2.510 -2.687
76 H 5.424 -4.022 -3.007
77 H 3.299 -3.548 -1.787
78 H -1.021 -6.379 0.489
79 H -1.669 -5.173 -0.651
80 H -1.726 -5.121 2.396
81 H -3.057 -4.789 1.264
82 C -4.827 -0.305 -2.316
83 C -3.682 -0.596 -1.339
84 C -3.750 -2.080 -0.962
85 C -3.902 0.173 -0.036
86 P -1.909 -0.149 -1.954
87 N -0.863 -0.060 -0.812
88 C -1.428 -1.477 -3.238
89 C -2.554 -1.954 -4.164
90 C -0.863 -2.667 -2.451
91 C -0.272 -0.974 -4.114
92 C -2.145 1.468 -2.956
93 C -2.852 1.363 -4.312
94 C -2.901 2.440 -2.046
95 C -0.778 2.110 -3.172
96 H -5.768 -0.604 -1.840
97 H -4.733 -0.864 -3.247
98 H -4.907 0.754 -2.550
99 H -4.701 -2.265 -0.448
100 H -2.950 -2.330 -0.275
101 H -3.714 -2.748 -1.822
102 H -4.724 -0.281 0.529
103 H -4.151 1.223 -0.188
104 H -3.007 0.116 0.577
105 H -3.326 -2.506 -3.631
106 H -2.124 -2.634 -4.909
107 H -3.024 -1.129 -4.701
108 H -1.539 -3.010 -1.668
109 H 0.083 -2.387 -1.987
110 H -0.671 -3.504 -3.136
111 H -0.593 -0.249 -4.862
112 H 0.156 -1.832 -4.646
113 H 0.517 -0.534 -3.506
114 H -3.829 0.883 -4.253
115 H -2.248 0.833 -5.049
116 H -3.006 2.379 -4.693
117 H -3.974 2.253 -2.006
118 H -2.767 3.464 -2.409
119 H -2.497 2.390 -1.037
120 H -0.148 1.568 -3.877
121 H -0.256 2.186 -2.226
122 H -0.920 3.124 -3.566

***

Which of these has the lowest calculated total energy? C49H58MgO5S4

***

The lowest calculated total energy belongs to which entry? C49H58MgO5S4